21
Properties=species:S:1:pos:R:3:forces:R:3:mulliken_charge:R:1 method="wB97M-V/def2-TZVPD" homo_energy_ev=-7.75 energy_ev=-7481.29245 gap_ev=8.74 de_lowest_ev=5.002
C -0.349 1.907 0.578 0.2 0.1 0.0 -1.104
C 0.251 0.889 -0.324 0.4 0.1 0.3 -0.662
C -1.827 -0.527 -0.807 -0.1 -0.3 -0.1 -0.839
C -1.638 -0.788 0.712 -0.3 -0.3 0.2 -0.808
C 1.160 -0.040 0.292 -0.1 0.3 0.1 0.299
C 2.455 0.054 -0.541 0.4 0.0 -0.2 -0.663
C 1.686 -1.204 -0.538 0.1 -0.1 -0.1 -0.456
H -0.348 1.761 1.673 0.2 -0.1 -0.2 0.342
H 0.316 2.744 0.331 0.0 0.3 0.2 0.442
H -1.354 2.227 0.267 0.3 -0.1 -0.1 0.267
H -2.790 -1.002 -1.003 0.0 0.0 -0.4 0.337
H -1.884 0.511 -1.160 -0.1 -0.3 0.4 0.302
H -1.075 -1.008 -1.453 -0.3 0.1 0.4 0.219
H -0.931 -0.252 1.363 -0.3 -0.1 -0.8 0.255
H -2.611 -0.618 1.175 0.0 -0.2 0.2 0.349
H -1.372 -1.844 0.830 -0.2 0.0 0.1 0.236
H 1.301 -0.144 1.376 -0.1 0.1 -0.2 0.447
H 2.381 0.684 -1.420 0.1 -0.1 0.1 0.324
H 3.363 0.137 0.041 0.0 -0.1 -0.1 0.267
H 2.088 -2.045 0.022 -0.1 0.2 0.0 0.270
H 1.129 -1.472 -1.430 0.1 0.1 0.2 0.176

---

73
Properties=species:S:1:pos:R:3:forces:R:3:mulliken_charge:R:1 method="wB97M-V/def2-TZVPD" homo_energy_ev="-5.90 / -5.97" energy_ev=-124665.35256 gap_ev="4.41 / 4.48" de_lowest_ev=3.556
W 0.459 0.597 -0.826 0.5 -6.4 4.9 0.553
Cl 1.505 5.252 -1.089 0.1 0.1 0.1 -0.206
C 2.673 4.106 -0.550 -0.9 -1.0 -0.1 0.112
C 3.960 4.482 -0.173 0.7 -0.5 0.3 -0.429
C 4.848 3.538 0.307 -0.3 0.6 -0.2 0.751
Cl 6.411 4.059 0.818 0.3 0.1 0.1 -0.264
C 4.513 2.170 0.416 -0.3 -0.2 -0.1 -0.488
C 5.307 1.148 0.978 -0.6 -0.5 -0.2 -0.898
C 4.785 -0.135 1.030 0.9 0.9 0.2 -1.322
C 3.537 -0.418 0.510 -1.9 0.9 -1.2 -0.086
N 2.726 0.525 -0.035 2.2 -0.1 0.5 0.560
C 3.227 1.802 -0.042 0.1 -0.6 0.0 0.688
C 2.300 2.767 -0.475 -1.0 0.1 0.0 -0.243
O 1.073 2.284 -0.707 3.6 6.2 1.1 0.875
H 4.254 5.517 -0.247 0.1 0.1 0.0 0.490
H 6.290 1.375 1.356 0.1 0.0 0.1 0.469
H 5.349 -0.939 1.474 0.1 -0.1 0.0 0.489
H 3.165 -1.438 0.515 -0.1 0.1 -0.1 0.308
C -3.982 -3.160 0.030 -0.2 -0.2 0.3 -1.039
N -2.886 -2.332 -0.424 -0.2 0.0 -0.2 0.458
C -2.558 -2.429 -1.834 0.4 0.1 -0.4 -0.835
C -2.154 -1.604 0.410 1.4 0.8 -0.4 0.204
C -2.520 -1.633 1.867 0.1 0.1 0.1 -1.723
O -1.158 -0.941 0.012 -1.3 -0.7 0.6 -0.049
H -4.413 -3.671 -0.828 0.1 0.0 0.1 0.367
H -4.764 -2.561 0.501 0.0 -0.1 0.0 0.322
H -3.635 -3.910 0.743 -0.1 0.0 0.0 0.329
H -2.062 -3.383 -2.030 0.0 0.1 -0.1 0.365
H -1.884 -1.624 -2.125 0.0 -0.2 0.0 0.097
H -3.474 -2.368 -2.422 0.0 0.0 0.0 0.395
H -3.554 -1.331 2.023 -0.1 0.0 0.0 0.448
H -1.864 -0.965 2.418 -0.1 0.0 -0.1 0.274
H -2.403 -2.642 2.263 0.0 -0.1 0.0 0.406
S 1.510 -0.661 3.597 -0.5 0.8 -1.3 -0.166
C 1.720 1.046 3.415 -0.1 -0.6 0.1 -0.554
C 1.237 1.470 2.227 0.0 0.2 0.2 -0.590
N 0.709 0.511 1.400 -0.1 -2.3 2.1 0.591
C 0.782 -0.689 2.032 0.2 1.7 -0.3 -0.340
H 2.175 1.631 4.186 0.1 0.2 0.2 0.498
H 1.284 2.502 1.918 0.0 0.0 -0.1 0.298
H 0.499 -1.614 1.564 -0.2 0.0 -0.1 0.138
N -5.778 4.240 -0.699 0.9 0.0 0.0 -0.388
C -4.672 4.375 0.104 -2.4 2.3 0.8 0.443
S -4.678 5.577 1.265 0.0 -0.6 -0.4 -0.361
C -3.602 3.454 -0.017 2.8 -2.5 -0.5 0.983
C -3.658 2.262 -0.786 -0.7 1.5 0.9 -1.363
C -2.587 1.427 -0.855 1.7 -1.0 0.4 -0.289
N -1.376 1.622 -0.233 -2.6 2.7 -0.7 0.559
C -1.333 2.788 0.505 1.0 -1.8 -0.6 -0.318
C -2.362 3.662 0.640 -1.6 0.5 -0.4 -0.952
H -6.426 5.011 -0.633 0.0 -0.1 0.0 0.244
H -5.651 3.867 -1.627 0.0 -0.1 0.0 0.210
H -4.557 1.983 -1.311 -0.1 -0.1 -0.1 0.380
H -2.666 0.531 -1.463 0.2 0.2 0.1 0.421
H -0.388 3.009 0.985 -0.2 -0.1 -0.2 -0.019
H -2.234 4.558 1.226 0.1 0.0 0.1 0.434
Te 1.250 -1.742 -1.720 1.6 -3.8 -1.4 0.068
C 1.384 -3.809 -0.848 -0.4 1.2 0.5 -0.208
C 1.418 -4.877 -1.744 -0.1 0.5 -0.2 -0.524
C 1.603 -6.177 -1.310 0.1 0.0 0.0 -0.609
C 1.749 -6.448 0.041 0.0 -0.1 0.0 -0.424
C 1.699 -5.404 0.944 0.1 0.0 0.2 -0.785
C 1.519 -4.101 0.502 0.0 0.0 0.1 0.449
H 1.311 -4.653 -2.795 0.0 -0.1 -0.2 0.360
H 1.656 -6.987 -2.024 -0.1 0.0 -0.1 0.381
H 1.905 -7.459 0.389 0.0 -0.1 0.0 0.370
H 1.824 -5.605 1.998 0.0 0.0 0.1 0.387
H 1.505 -3.309 1.237 0.1 0.1 0.1 0.303
O -0.427 2.479 -2.644 -0.8 1.2 -1.6 -0.601
S -0.091 1.242 -3.308 -0.4 1.9 -0.8 1.137
O -0.518 1.047 -4.651 -0.2 -0.3 -0.4 -0.739
O -0.653 0.178 -2.358 -2.3 -0.9 -1.9 -0.581
S 1.844 0.924 -3.011 0.3 0.1 -0.2 -0.214

---

12
Properties=species:S:1:pos:R:3:forces:R:3:mulliken_charge:R:1 method="wB97M-V/def2-TZVPD" homo_energy_ev="-9.45 / -8.74" energy_ev=-223624.63858 gap_ev="8.05 / 5.42" de_lowest_ev=3.428
C 0.447 -0.181 0.403 3.3 1.3 -0.2 0.000
C -0.627 -1.923 -0.100 0.3 0.5 0.6 -0.741
C -0.927 -0.401 0.013 -4.3 -1.3 0.3 -0.409
C 0.861 -1.677 0.088 0.1 1.0 0.4 0.294
P 1.276 1.220 0.814 -0.3 -1.1 -0.1 -0.091
Br 5.196 -0.375 -0.702 -0.2 0.0 0.0 -0.015
Br 1.954 -1.871 -1.542 -0.3 0.2 0.4 -0.101
Br 1.651 -2.785 1.492 0.0 0.5 -0.2 -0.088
H -0.962 -2.322 0.830 -0.4 -0.9 0.4 0.261
H -0.895 -2.524 -0.919 -0.6 -0.6 -1.1 0.382
H -1.507 0.032 -0.857 1.4 0.0 0.8 0.295
H -1.641 -0.319 0.914 0.9 0.4 -1.3 0.213

---

92
Properties=species:S:1:pos:R:3:forces:R:3:mulliken_charge:R:1 method="wB97M-V/def2-TZVPD" homo_energy_ev="-12.87 / -12.44" energy_ev=-98539.76420 charge=+2 gap_ev="6.18 / 3.65" de_lowest_ev=1.488
Pb -0.152 0.350 -0.239 -0.1 -0.2 0.2 1.519
C -2.398 -0.703 1.846 -0.3 0.0 0.2 -0.737
C -2.341 -1.928 1.191 0.0 0.0 0.0 -0.504
C -1.344 -2.838 1.519 0.1 0.1 -0.1 -0.452
C -0.407 -2.524 2.497 0.0 0.0 0.0 -0.307
C -0.479 -1.307 3.165 0.1 0.1 -0.1 -0.460
C -1.474 -0.393 2.838 0.0 0.0 0.0 -0.262
H -3.211 -0.019 1.627 0.0 0.0 0.0 0.487
H -3.082 -2.179 0.443 0.0 0.0 0.0 0.478
H -1.311 -3.802 1.028 0.0 0.0 0.0 0.530
H 0.361 -3.239 2.759 0.0 0.0 0.0 0.412
H 0.219 -1.084 3.962 0.0 0.0 0.0 0.468
H -1.540 0.547 3.372 0.0 0.0 0.0 0.469
Te 3.195 1.783 -3.890 0.3 -0.3 0.2 0.355
C 5.212 1.463 -3.301 -0.2 0.1 -0.1 0.006
C 5.796 0.246 -3.627 0.1 0.0 0.1 -0.207
C 7.091 0.004 -3.182 -0.1 0.0 0.0 -0.513
N 7.790 0.875 -2.463 0.1 0.0 0.0 -0.610
C 7.234 2.051 -2.196 -0.1 0.0 0.0 -0.492
C 5.947 2.398 -2.592 0.0 0.0 -0.1 -0.129
C 2.520 0.663 -2.247 -0.4 0.2 -0.2 -0.659
P 1.298 -0.648 -2.461 0.6 0.3 0.1 0.629
C 2.050 -2.105 -1.691 -0.2 -0.1 -0.2 0.695
C 3.416 -2.364 -1.812 0.0 0.0 0.0 0.182
C 3.940 -3.539 -1.302 0.0 0.0 0.0 -0.600
C 3.108 -4.456 -0.668 0.0 0.0 0.0 -0.869
C 1.753 -4.194 -0.529 0.0 0.0 0.0 -0.705
C 1.223 -3.020 -1.043 0.0 0.1 0.0 -0.821
C 1.127 -0.949 -4.223 -0.2 0.0 0.1 0.538
C 0.369 -0.037 -4.960 -0.1 0.0 0.0 -0.512
C 0.286 -0.165 -6.335 0.0 0.0 0.0 -0.726
C 0.946 -1.208 -6.972 0.0 0.0 0.0 -0.647
C 1.675 -2.131 -6.236 0.0 0.0 0.0 -0.734
C 1.764 -2.011 -4.856 0.0 0.0 0.0 -0.515
P 2.522 1.204 -0.529 0.3 -0.3 -0.3 0.361
C 3.227 2.869 -0.441 -0.2 0.0 0.1 1.218
C 4.415 3.150 0.229 0.0 0.0 0.1 -0.336
C 4.944 4.433 0.188 0.0 0.0 0.0 -0.958
C 4.287 5.437 -0.510 0.0 0.0 0.1 -0.679
C 3.077 5.170 -1.142 0.0 0.0 0.0 -1.007
C 2.540 3.894 -1.098 0.0 0.0 0.0 -0.593
C 3.578 0.115 0.452 0.1 0.2 0.1 1.301
C 3.077 -0.422 1.635 0.0 0.0 0.0 -0.293
C 3.899 -1.181 2.457 0.0 0.0 0.0 -0.703
C 5.222 -1.393 2.102 0.0 0.0 0.0 -1.057
C 5.724 -0.870 0.915 0.0 0.0 0.0 -0.661
C 4.906 -0.120 0.088 0.0 0.0 0.0 0.213
H 5.268 -0.496 -4.214 0.0 0.0 0.0 0.536
H 7.585 -0.932 -3.416 0.0 0.0 0.0 0.418
H 7.842 2.752 -1.636 0.0 0.0 0.0 0.416
H 5.543 3.372 -2.353 0.0 0.0 0.0 0.609
H 4.060 -1.648 -2.308 0.0 0.0 0.0 0.284
H 4.995 -3.750 -1.408 0.0 0.0 0.0 0.488
H 3.520 -5.380 -0.287 0.0 0.0 0.0 0.432
H 1.113 -4.910 -0.033 0.0 0.0 0.0 0.475
H 0.161 -2.820 -0.950 0.0 0.0 0.0 0.596
H -0.166 0.762 -4.456 0.0 0.0 0.0 0.460
H -0.296 0.542 -6.911 0.0 0.0 0.0 0.453
H 0.881 -1.309 -8.047 0.0 0.0 0.0 0.422
H 2.174 -2.950 -6.734 0.0 0.0 0.0 0.445
H 2.328 -2.737 -4.285 0.0 0.0 0.0 0.420
H 4.936 2.373 0.772 0.0 0.0 0.0 0.492
H 5.884 4.638 0.683 0.0 0.0 0.0 0.517
H 4.713 6.430 -0.552 0.0 0.0 0.0 0.474
H 2.564 5.952 -1.685 0.0 0.0 0.0 0.512
H 1.592 3.687 -1.583 0.0 0.0 0.0 0.421
H 2.045 -0.246 1.926 0.0 0.0 0.0 -0.022
H 3.512 -1.599 3.376 0.0 0.0 0.0 0.509
H 5.867 -1.969 2.751 0.0 0.0 0.0 0.414
H 6.755 -1.042 0.637 0.0 0.0 0.0 0.560
H 5.295 0.291 -0.837 0.0 0.0 0.0 -0.457
C 1.687 3.133 3.244 0.0 0.0 0.0 -1.511
C 1.363 4.373 2.478 0.0 0.0 0.0 1.064
C 2.117 5.509 2.565 0.0 -0.1 0.0 -0.648
C 1.764 6.655 1.830 0.1 0.0 0.0 0.278
Cl 2.707 8.046 1.951 0.0 0.0 0.0 -0.081
C 0.630 6.668 0.978 -0.1 -0.1 0.0 -0.961
C -0.150 5.558 0.879 0.0 0.0 0.1 -0.631
C 0.193 4.401 1.636 -0.3 -0.4 -0.1 1.074
O -0.523 3.293 1.651 0.3 0.5 0.1 -0.361
C -1.824 3.259 1.017 -0.1 0.0 -0.2 -0.854
C -1.768 3.084 -0.513 0.1 0.0 0.0 0.768
O -2.618 3.625 -1.168 0.0 0.1 0.0 -0.586
O -0.798 2.338 -0.961 0.2 0.0 0.0 -0.884
H 2.511 3.312 3.930 0.0 0.0 0.0 0.433
H 1.970 2.329 2.560 0.0 0.0 0.0 0.236
H 0.821 2.793 3.812 0.0 0.0 0.0 0.398
H 2.986 5.538 3.207 0.0 0.0 0.0 0.469
H 0.389 7.563 0.422 0.0 0.0 0.0 0.543
H -1.013 5.567 0.229 -0.1 -0.1 0.0 0.534
H -2.392 4.148 1.275 0.0 0.0 0.0 0.504
H -2.317 2.384 1.444 0.1 0.0 0.1 0.231

---

53
Properties=species:S:1:pos:R:3:forces:R:3:mulliken_charge:R:1 method="wB97M-V/def2-TZVPD" homo_energy_ev="-6.34 / -6.38" energy_ev=-127576.75716 spin_multiplicity=4 gap_ev="6.34 / 6.40" de_lowest_ev=2.502
C -0.834 3.958 -1.252 -0.6 1.5 -0.9 -0.745
C -0.853 2.628 -0.927 -0.3 0.1 -0.3 0.604
N -0.004 2.226 -0.007 0.3 0.4 -0.1 0.344
C 0.876 2.958 0.647 0.2 0.3 0.1 0.763
C 0.940 4.290 0.330 0.7 1.5 0.3 -0.851
C 0.076 4.813 -0.630 -0.1 -0.3 0.0 -0.490
C -1.764 1.625 -1.629 -0.6 -0.3 -0.3 -0.902
P -2.216 0.099 -0.659 -0.5 1.2 -1.0 0.922
Nd -0.024 0.001 0.505 -1.4 -2.4 3.3 -0.074
P 2.177 0.532 1.556 0.3 1.4 0.0 0.800
C 1.716 2.332 1.761 0.5 -0.2 0.2 -1.135
C 0.049 -2.253 0.775 0.1 4.8 -0.7 1.340
C -0.964 -2.702 1.475 -2.4 -4.1 1.9 -0.561
C -0.992 -4.103 1.651 -0.5 0.0 0.3 -0.724
C 0.021 -4.893 1.093 0.0 0.1 0.0 -0.592
C 1.051 -4.277 0.374 0.6 -0.2 -0.4 -0.759
C 1.048 -2.874 0.204 2.5 -4.6 -0.9 -0.653
O -0.697 0.212 -4.254 0.2 -0.3 0.1 -0.730
O 0.495 -1.818 -2.879 -0.2 -0.4 -0.1 -0.864
H -1.533 4.336 -2.010 0.4 -0.1 0.4 0.459
H 1.665 4.933 0.848 -0.4 -0.2 -0.3 0.436
H 0.108 5.877 -0.890 0.0 -0.5 0.1 0.395
C -3.495 0.487 0.463 -1.7 0.4 0.6 -1.404
C -2.653 -1.176 -1.734 -1.3 -1.0 -1.8 -1.113
H 2.647 2.887 1.913 -0.2 0.3 0.0 0.525
H 1.131 2.363 2.694 0.1 0.0 -0.2 0.362
H -1.274 1.231 -2.556 -0.3 0.3 0.6 0.232
H -2.708 2.103 -1.929 0.4 0.2 -0.1 0.562
C 2.421 -0.170 3.121 1.0 -0.2 1.9 -1.236
C 3.581 0.410 0.537 2.0 0.1 -0.4 -1.266
H -1.762 -2.112 1.949 0.3 0.1 -0.2 0.175
H -1.797 -4.569 2.222 0.2 -0.1 -0.1 0.378
H 0.010 -5.986 1.224 0.0 0.6 -0.1 0.382
H 1.852 -4.880 -0.062 -0.2 0.0 0.1 0.366
H 1.870 -2.432 -0.376 -0.3 0.1 0.2 0.411
H 0.643 -1.215 -2.096 0.3 0.2 0.0 -0.230
H 0.225 -2.655 -2.483 0.1 0.0 -0.1 0.272
H -0.341 -0.632 -3.878 -0.1 0.3 -0.2 0.370
H 0.096 0.696 -4.503 0.0 0.0 -0.1 0.304
H 0.861 -0.239 -1.119 1.4 -0.1 -2.6 0.272
H -4.378 0.707 -0.130 -0.6 0.2 0.3 0.464
H -3.689 -0.377 1.123 0.1 0.3 -0.3 0.295
H -3.240 1.339 1.113 0.0 -0.4 -0.4 0.319
H -3.528 -0.837 -2.294 -0.2 -0.6 -0.4 0.420
H -1.835 -1.433 -2.431 -0.4 0.3 0.4 0.254
H -2.898 -2.070 -1.148 0.0 0.2 -0.1 0.348
H 4.409 0.858 1.086 0.6 0.0 -0.4 0.433
H 3.802 -0.651 0.331 -0.1 0.4 0.1 0.322
H 3.443 0.914 -0.431 -0.1 -0.1 0.4 0.302
H 3.300 0.312 3.550 0.2 -0.3 0.6 0.431
H 1.545 -0.038 3.777 0.3 0.1 -0.4 0.299
H 2.595 -1.248 3.011 0.0 0.2 0.0 0.331
Br -1.175 0.514 2.973 -0.3 0.5 1.2 -0.566

---

20
Properties=species:S:1:pos:R:3:forces:R:3:mulliken_charge:R:1 method="wB97M-V/def2-TZVPD" homo_energy_ev=-8.11 energy_ev=-81379.47461 gap_ev=7.70 de_lowest_ev=3.580
C 0.626 -1.809 0.486 -0.9 -2.9 2.0 -0.207
C -0.369 -0.954 0.247 -1.5 -0.3 -0.2 -0.475
C 2.032 -1.747 0.280 0.0 2.7 -0.9 0.674
C -0.296 0.394 -0.197 0.5 2.7 0.0 1.044
C 0.735 1.202 -0.033 0.2 -1.5 -0.2 -0.280
C 2.659 -0.592 -0.126 -0.8 -2.3 1.5 -0.497
C 2.667 -3.050 0.252 -3.4 -1.3 -0.5 -0.340
C -1.422 1.103 -0.926 -1.2 -0.6 -0.3 -1.340
N 1.508 2.168 0.252 -0.2 -2.2 1.4 0.564
O 1.968 -4.065 0.291 1.5 0.6 0.4 -0.557
O 2.603 2.389 -0.292 0.9 1.7 -0.5 -0.646
O 1.323 2.491 1.643 0.1 1.1 0.7 -0.467
Se 3.923 0.461 -0.297 1.0 0.7 -0.4 0.099
H 0.456 -2.870 0.989 -0.5 2.3 -1.4 0.238
H -1.449 -1.190 0.325 0.9 -0.6 0.4 0.339
H 3.663 -3.070 0.006 2.9 -0.3 -0.3 0.495
H -0.966 2.018 -1.306 -0.3 -0.4 -1.0 0.375
H -1.831 0.327 -1.644 0.5 1.4 0.2 0.339
H -2.300 1.527 -0.387 0.6 -0.9 0.5 0.293
H 2.180 2.518 2.135 -0.4 -0.2 -1.2 0.349